ORCA calculation (the ωB97M-V functional and the def2-TZVPD basis) on a cluster of 2 separate species, C7H5ClN2OS in total at a distorted geometry.

Summary:
- multiplicity = 1
- E_tot (eV) = -35722.3082
- charge = 0
- SMILES string = [S-][N+]#Cc1cccnc1.O=CCl

Cartesian coordinates (Å):
S1 2.385785 1.584708 -3.297540
N1 1.858084 0.663776 -2.185648
C1 1.309450 0.140214 -1.291126
C2 0.801535 -0.477598 -0.181462
C3 -0.450232 -1.061806 -0.274948
C4 -0.859021 -1.825370 0.806217
C5 -0.094641 -1.717816 1.950249
N2 1.025039 -1.041600 2.098148
C6 1.513640 -0.434168 1.068463
H1 -0.786543 -0.894007 -1.228190
H2 -1.776984 -2.341205 0.718268
H3 -0.241386 -2.161394 2.845886
H4 2.472326 0.018810 1.218003
O1 -0.775095 2.597518 0.302579
C7 -1.745348 2.455356 -0.350063
Cl1 -1.799873 1.680267 -1.878532
H5 -2.836735 2.814314 -0.320306

Forces on the atoms, in the same order (eV/Å):
1.22 1.45 -2.25
-2.13 -1.64 3.25
2.04 1.52 -2.76
0.60 0.15 2.65
2.35 -0.48 1.90
-0.03 1.18 -0.51
-0.02 0.23 -1.26
0.70 0.39 0.48
-0.59 -0.18 -1.97
-2.07 -0.46 -1.89
-0.72 -0.69 0.43
-1.73 -1.99 2.40
0.36 0.48 -0.42
-0.43 -0.02 0.30
-1.67 1.03 -0.22
0.57 -1.02 -1.50
1.54 0.05 1.38